No. 1
Computed, not measured: C37H39AsBClF4I2N2O6Sc as an isolated structure, with ωB97M-V with the def2-TZVPD basis set.

Values from the calculation:
**HOMO-LUMO gap**: 6.28 eV
**HOMO**: -5.483 eV
**Calculated total energy**: -176086.3070 eV
**Total charge**: -1

Geometry as XYZ:
```
94
C37H39AsBClF4I2N2O6Sc ωB97M-V with the def2-TZVPD basis set
F 3.75 3.02 2.08
H 3.25 -5.26 1.92
C 1.74 4.93 -3.44
H -4.53 -3.46 -0.76
H -3.36 -2.30 -2.23
N -0.40 1.06 -2.77
C -2.13 0.73 -4.91
C -2.34 1.11 0.14
O 1.63 2.92 -2.27
H 2.90 0.52 2.12
C 0.56 6.89 -2.65
H 2.39 4.44 -4.15
H -0.01 -2.51 2.97
F 2.05 4.34 1.28
H 1.38 -4.45 -0.74
H -1.42 -2.76 3.99
C -5.29 -4.71 1.53
C -0.11 4.09 -0.26
H 1.78 6.81 -4.43
H 1.63 -5.73 0.48
O 3.71 -1.74 -2.08
H -4.41 1.63 2.78
O 2.19 0.08 -2.62
C -3.76 -3.41 0.00
H 0.30 7.93 -2.76
H -2.27 1.34 -0.92
C -2.57 0.52 2.83
H -5.81 -4.23 2.36
H 0.06 -0.94 -2.95
C -0.52 -0.12 -3.37
C -3.56 1.28 2.22
O -0.04 2.85 -0.14
As 0.14 -1.86 0.08
C 3.69 -3.38 2.86
C -3.99 -4.00 1.23
C 0.42 4.80 -1.40
C -2.57 -2.76 -0.30
C -1.47 0.08 2.10
C -2.03 1.96 -4.27
C -0.86 -3.15 3.13
B 3.13 3.52 0.95
H 3.86 -1.38 3.58
O 0.53 -2.41 -1.42
C 1.58 -2.38 1.29
O 2.86 -0.17 -0.44
H -0.54 6.65 -0.85
C -2.44 -2.15 -1.67
H -1.85 5.04 0.50
C 1.24 -4.72 0.30
H -5.95 -4.70 0.67
H -2.64 0.28 3.88
H 4.46 -4.66 4.41
C -3.43 1.57 0.86
F 4.00 4.14 0.08
H 5.32 -3.13 4.24
H -0.34 5.72 1.12
H -0.90 4.13 1.69
H -1.60 -2.58 -2.20
C -1.15 2.07 -3.21
H 0.17 -4.74 0.48
H -0.71 -0.50 2.61
I 6.37 4.36 -4.12
C 1.27 4.16 -2.35
H -2.61 2.81 -4.58
H -1.42 -1.30 -4.91
Cl 3.40 -0.37 -1.83
H -1.04 3.02 -2.69
H -0.49 -4.14 3.40
F 2.57 2.33 0.23
C -3.00 -3.90 2.19
H 5.56 -4.42 3.06
H -2.80 0.61 -5.75
C -1.55 -2.69 0.67
C 2.01 -0.06 2.36
H -4.20 2.15 0.36
N -0.24 -0.09 -0.03
C 0.10 6.17 -1.58
C -1.36 -0.32 -4.46
Sc 1.18 1.32 -1.03
C -1.79 -3.25 1.94
I 5.30 2.19 -3.00
H 1.19 0.33 1.77
H 1.78 0.13 3.42
H -2.26 -1.08 -1.59
C -1.33 0.36 0.74
H -5.11 -5.75 1.82
C 2.98 -4.21 1.99
C 1.40 6.25 -3.58
C 2.28 -1.53 2.15
H -3.16 -4.32 3.17
C 1.94 -3.74 1.21
C 3.32 -2.05 2.92
C -0.84 4.81 0.84
C 4.82 -3.92 3.69
```


No. 2
Computed, not measured: C10H19CrF6N2O8S2 as an isolated structure, with ωB97M-V with the def2-TZVPD basis set.

Values from the calculation:
**Multiplicity**: 5
**Expectation value of S²**: 6.025
**HOMO-LUMO gap (spin up / spin down)**: 3.73 / 3.72 eV
**HOMO (spin up / spin down)**: -1.912 / -1.915 eV
**Calculated total energy**: -96432.3701 eV
**Total charge**: -1

Geometry as XYZ:
```
48
C10H19CrF6N2O8S2 ωB97M-V with the def2-TZVPD basis set
O -5.53 18.82 15.60
C -9.89 19.28 10.79
C -9.74 17.82 11.26
C -10.47 16.32 13.11
H -10.99 15.53 12.54
H -10.68 21.80 10.68
C -9.40 23.17 14.84
N -10.53 17.62 12.47
H -11.47 17.79 12.10
F -5.48 21.28 14.23
H -9.14 19.51 10.04
H -12.02 16.40 14.55
O -7.06 19.26 11.48
H -10.14 17.24 10.41
O -5.18 18.52 12.82
H -11.75 17.31 16.68
H -9.13 23.20 13.74
Cr -9.61 19.17 13.78
H -10.99 18.83 16.64
H -8.11 21.39 14.76
H -10.21 22.15 12.26
O -9.89 20.20 11.87
C -5.86 21.06 12.99
N -7.54 18.87 13.93
H -10.82 19.37 10.20
O -10.68 23.55 14.97
O -10.45 17.60 15.07
C -10.92 16.36 14.58
F -6.86 21.85 12.63
F -7.95 15.94 15.03
O -7.83 18.52 16.34
H -8.91 21.85 11.08
H -9.48 15.87 13.03
S -6.86 18.39 15.30
C -6.74 16.51 15.14
F -4.81 21.25 12.20
F -6.05 16.18 14.03
H -8.89 21.68 16.33
S -6.40 19.26 12.75
H -10.04 17.44 17.15
C -9.05 21.71 15.24
H -8.63 23.80 15.36
H -8.69 17.56 11.34
C -10.79 17.78 16.44
F -6.10 15.98 16.18
O -10.00 20.74 14.86
C -9.90 21.54 11.41
H -10.64 15.43 15.06
```


No. 3
Computed, not measured: C4H4BiCl2LaN2O4 as an isolated structure, with ωB97M-V with the def2-TZVPD basis set.

Values from the calculation:
**HOMO-LUMO gap**: 4.08 eV
**HOMO**: -21.438 eV
**Calculated total energy**: -47083.4535 eV
**Total charge**: +4

Geometry as XYZ:
```
18
C4H4BiCl2LaN2O4 ωB97M-V with the def2-TZVPD basis set
O -6.63 5.56 -3.84
H 2.43 -3.76 1.56
O 1.59 -0.44 3.46
C 3.62 -2.29 0.85
Cl -0.75 -2.10 0.92
N 3.38 -3.41 1.53
La 0.89 -0.42 0.09
H 5.00 -1.03 0.13
C 1.26 -0.24 2.35
H 4.12 -3.86 2.04
O 2.64 -1.68 0.24
O -7.73 3.11 -0.14
C -6.79 3.06 -0.80
H 5.62 -2.23 1.25
Bi -4.61 3.13 -2.54
N 4.86 -1.85 0.69
C -5.95 4.69 -3.50
Cl -2.93 3.76 -4.29
```


No. 4
Computed, not measured: one molecule with the formula C24H32N4O2S2, with ωB97M-V with the def2-TZVPD basis set.

Values from the calculation:
**HOMO-LUMO gap**: 8.54 eV
**HOMO**: -7.913 eV
**Calculated total energy**: -57134.3224 eV
**SMILES**: COc1ccccc1NC(=S)NC[C@H]1CC[C@H](CNC(=S)Nc2ccccc2OC)CC1

Geometry as XYZ:
```
64
C24H32N4O2S2 ωB97M-V with the def2-TZVPD basis set
C -3.55 -1.03 -1.91
H 3.04 2.19 -2.50
H -2.66 0.42 1.93
C -4.24 0.10 -1.12
C -2.63 0.19 0.86
H -1.87 -0.01 -2.64
C 2.77 -1.61 2.80
H 3.27 -3.66 3.17
C 0.51 1.35 -4.56
H -1.30 0.93 -0.69
H 1.95 2.92 -4.56
C 1.78 -0.62 2.92
H -1.59 2.58 1.84
C -4.07 -0.04 0.39
C -2.97 2.25 -0.53
H -3.67 -1.98 -1.37
C -3.82 1.52 -1.57
H 3.42 1.57 -0.30
N -0.01 1.24 1.61
H 3.83 -0.09 0.20
C 2.53 -2.89 3.27
H 5.30 -2.48 3.12
H -2.07 -0.74 0.74
H -2.47 3.10 -1.01
H -0.14 -0.16 3.76
H -4.39 -1.03 0.70
H 0.83 -1.70 -1.37
H 4.27 0.48 -1.43
H 3.06 0.88 2.39
C 1.31 -3.20 3.87
H 5.83 -1.58 1.68
H 4.75 -2.98 1.50
C -1.01 2.12 1.04
S 1.91 3.03 1.40
O 3.94 -1.21 2.21
H -0.29 0.28 1.75
H -4.04 -1.12 -2.89
H -4.73 0.68 0.87
C 5.00 -2.12 2.13
C 2.20 1.63 -2.88
H 0.05 1.64 -5.49
C 0.35 -2.22 4.03
H -3.61 2.66 0.25
N -2.14 -0.85 -2.15
H -0.58 -2.44 4.52
C 0.02 0.24 -3.88
C 3.52 0.54 -0.64
O 2.28 0.01 -1.06
C 0.59 -0.16 -2.68
N 2.07 0.66 2.44
H 1.13 -4.20 4.22
N 0.13 -1.25 -1.94
C 0.59 -0.93 3.57
H -0.77 -0.35 -4.32
C -1.93 1.33 0.11
C -1.15 -1.60 -1.63
S -1.40 -2.91 -0.64
C 1.26 1.57 1.83
H -3.28 1.47 -2.52
H -4.72 2.11 -1.76
H -0.48 2.91 0.50
C 1.58 2.05 -4.05
C 1.73 0.53 -2.19
H -5.31 -0.03 -1.33
```


No. 5
Computed, not measured: a 10-piece molecular cluster, C10H40O10 overall, with ωB97M-V with the def2-TZVPD basis set.

Values from the calculation:
**HOMO-LUMO gap**: 9.73 eV
**HOMO**: -9.413 eV
**Calculated total energy**: -31489.0506 eV
**SMILES**: CO.CO.CO.CO.CO.CO.CO.CO.CO.CO

Geometry as XYZ:
```
60
C10H40O10 ωB97M-V with the def2-TZVPD basis set
H -3.52 -4.62 -1.39
H -2.25 4.69 -2.33
H 2.43 2.35 0.84
O 1.03 -0.96 -2.79
H -1.04 0.28 3.34
H -3.03 5.06 -0.17
H 2.26 3.64 1.99
H 0.56 0.11 -0.19
C -1.13 3.73 2.95
H -0.64 4.70 3.06
O -3.71 -4.86 0.67
H 1.55 -2.26 -4.36
C 2.40 2.56 1.91
C 2.59 2.16 -2.58
H 2.94 -2.23 0.77
O -1.55 -1.59 2.85
C -2.31 3.97 -1.51
H 2.99 -0.54 0.25
H 4.46 -1.48 0.28
O 1.74 1.54 -3.54
C 0.67 -1.88 -3.83
H -0.46 -1.73 -0.32
H 0.00 -1.46 -4.58
H -0.72 0.41 -1.35
H -1.50 3.25 -1.64
H 3.83 -1.79 -1.79
H -1.19 -0.74 4.74
C -3.49 -4.02 -0.48
H 1.97 2.47 -1.74
O -2.24 4.51 -0.22
H -2.46 -3.64 -0.53
O -1.08 -1.03 -0.06
C 0.62 -4.01 0.50
H 3.30 2.34 2.48
O 1.32 1.92 2.50
H -3.28 3.48 -1.54
H 1.48 0.71 -3.12
H 1.66 -1.42 -2.23
C 3.39 -1.54 0.06
O 0.82 -3.45 -0.75
H 1.22 -4.92 0.60
H 0.19 -2.78 -3.44
C -0.52 0.19 -0.30
O -0.95 3.16 1.67
H 3.41 1.55 -2.19
H 3.03 3.04 -3.05
O 3.04 -1.89 -1.25
H -1.50 3.67 1.07
H -0.38 -4.45 0.55
H -0.72 3.11 3.75
H -0.85 0.94 0.42
C -1.65 -0.52 3.78
H 0.49 2.34 2.25
H 1.69 -3.07 -0.85
H 0.67 -3.31 1.33
H -2.18 3.87 3.19
H -4.17 -3.17 -0.45
H -2.67 -0.20 3.97
H -4.67 -4.91 0.75
H -1.88 -1.26 2.01
```